Model 1:
2 unconnected molecules or ions with the total composition C3H5NS3, computed with ωB97M-V with the def2-TZVPD basis set.

Summary:
LUMO level (alpha / beta) ... -0.45 / -0.45 eV
Highest occupied orbital energy (alpha / beta) ... -7.648 / -7.647 eV
Spin multiplicity ... 1

The geometry in XYZ format:
```
12
Properties=species:S:1:pos:R:3:lowdin_charge:R:1
C -0.330 1.075 -0.820 -0.947
C 0.615 -1.188 -0.030 -0.093
C -0.332 -1.357 -1.178 -0.082
N 0.193 -0.064 -0.832 -0.176
S -1.372 1.916 -1.597 0.740
S 0.139 1.380 2.500 0.122
S 1.131 2.096 0.886 0.129
H 0.324 -1.227 1.052 0.105
H 1.631 -1.621 -0.045 0.121
H -0.077 -1.910 -2.105 0.122
H -1.424 -1.547 -0.970 0.134
H -0.497 2.446 3.139 -0.175
```

Model 2:
A single C3H5NS3 molecule, computed with ωB97M-V with the def2-TZVPD basis set.

Summary:
LUMO level ... 0.29 eV
Highest occupied orbital energy ... -8.765 eV
Spin multiplicity ... 1
SMILES string ... C1=NSCSCS1

The geometry in XYZ format:
```
12
Properties=species:S:1:pos:R:3:lowdin_charge:R:1
C 0.560 -1.814 -0.593 -0.543
N -0.770 -1.934 -0.466 -0.319
S -1.630 -0.687 0.535 0.821
C -1.454 0.827 -0.262 -0.897
S 0.105 1.689 -0.422 0.795
C 1.203 0.880 0.629 -0.941
S 1.801 -0.701 0.118 0.813
H 1.080 -2.788 -0.938 0.089
H -1.757 0.993 -1.353 0.066
H -2.142 1.422 0.269 0.001
H 0.886 0.639 1.733 0.076
H 2.119 1.475 0.749 0.037
```

Most stable structure, least stable structure: model 2, model 1.

Model 1:
2 unconnected molecules or ions with the total composition C4H9Cl, computed with ωB97M-V with the def2-TZVPD basis set.

Summary:
LUMO level ... 1.01 eV
Highest occupied orbital energy ... -9.208 eV
Spin multiplicity ... 1

The geometry in XYZ format:
```
14
Properties=species:S:1:pos:R:3:lowdin_charge:R:1
C 0.150 -1.705 -0.314 0.038
C 0.378 1.270 -0.806 -0.134
C -1.313 0.435 0.899 -0.594
C 0.064 0.334 0.318 -0.323
Cl -2.588 0.198 -0.342 0.548
H -0.738 -1.808 -0.907 -0.010
H 1.071 -1.740 -0.872 0.014
H 0.155 -2.250 0.613 0.016
H 0.411 2.290 -0.411 0.081
H -0.391 1.228 -1.573 0.052
H 1.344 1.051 -1.251 0.072
H -1.486 -0.327 1.656 0.068
H -1.500 1.426 1.322 0.072
H 0.821 0.298 1.094 0.100
```

Model 2:
A single C4H9Cl molecule, computed with ωB97M-V with the def2-TZVPD basis set.

Summary:
LUMO level ... 0.87 eV
Highest occupied orbital energy ... -10.313 eV
Spin multiplicity ... 1
SMILES string ... CC(C)CCl

The geometry in XYZ format:
```
14
Properties=species:S:1:pos:R:3:lowdin_charge:R:1
C 0.388 1.266 -0.237 -0.175
C 0.158 -0.047 0.361 -0.691
C 0.764 -1.037 -0.722 -0.107
C -1.113 -0.331 0.971 -0.413
Cl -2.268 -0.005 -0.543 0.465
H 0.269 0.940 -1.482 0.126
H -0.466 2.234 -0.011 0.149
H 1.510 1.642 0.092 0.124
H 0.979 -0.385 0.994 0.117
H 1.805 -0.541 -0.847 0.111
H 0.592 -2.185 -0.433 0.136
H 0.201 -0.742 -1.514 -0.026
H -1.401 -1.237 1.754 0.157
H -1.419 0.427 1.616 0.027
```

Most stable structure, least stable structure: model 1, model 2.

Model 1:
A single CH3N3O2S molecule, computed with ωB97M-V with the def2-TZVPD basis set.

Summary:
LUMO level ... 0.30 eV
Highest occupied orbital energy ... -9.657 eV
Spin multiplicity ... 1

The geometry in XYZ format:
```
10
Properties=species:S:1:pos:R:3:lowdin_charge:R:1
C 1.831 0.258 0.003 -0.343
N 2.731 -0.286 -0.587 0.149
N 1.053 1.064 0.387 -0.005
N -1.314 -1.461 -0.120 -0.305
O -2.638 0.783 0.084 -0.316
O -0.270 1.055 0.454 -0.342
S -1.280 -0.064 -0.578 0.972
H 3.263 -1.073 -0.131 0.097
H -2.360 1.661 -0.262 0.036
H -1.016 -1.936 0.751 0.057
```

Model 2:
A single CH3N3O2S molecule, computed with ωB97M-V with the def2-TZVPD basis set.

Summary:
LUMO level ... -1.06 eV
Highest occupied orbital energy ... -9.322 eV
Spin multiplicity ... 1
SMILES string ... C=[N+]([O-])N[N+]([O-])=S

The geometry in XYZ format:
```
10
Properties=species:S:1:pos:R:3:lowdin_charge:R:1
C -1.242 -0.894 0.002 0.033
N -0.842 0.272 -0.215 -0.430
O -1.289 1.139 -0.885 0.025
N 0.279 0.644 0.572 0.093
N 1.613 0.267 0.055 -0.743
O 2.444 1.121 0.153 0.002
S 1.726 -1.183 -0.587 0.780
H -0.654 -1.557 0.530 0.029
H -2.093 -1.355 -0.438 0.099
H 0.059 1.546 0.813 0.112
```

Most stable structure, least stable structure: model 1, model 2.

Model 1:
A gas-phase ion, C6H12N4O2 (charge +2), computed with ωB97M-V with the def2-TZVPD basis set.

Summary:
LUMO level ... -7.85 eV
Highest occupied orbital energy ... -16.914 eV
Charge ... +2
Spin multiplicity ... 1
SMILES string ... N/[NH+]=C(\O)C[C@H]1C=C(O)[N+](N)=C1

The geometry in XYZ format:
```
24
Properties=species:S:1:pos:R:3:lowdin_charge:R:1
N -0.570 -2.569 1.933 0.111
N -0.326 -1.163 1.890 0.090
C -1.019 -0.349 1.129 -0.317
O -2.064 -0.710 0.461 0.180
C -0.839 1.133 1.067 0.000
C 0.073 1.614 -0.098 -0.211
C 1.473 1.195 -0.231 0.056
C 1.707 0.581 -1.397 -0.267
O 2.731 0.206 -2.076 0.190
N 0.427 0.519 -2.094 -0.029
N 0.176 -0.158 -3.222 0.194
C -0.532 1.051 -1.353 0.088
H -1.320 -2.705 2.612 0.130
H 0.165 -3.237 2.151 0.133
H 0.551 -0.747 2.208 0.192
H -2.166 -1.744 0.507 0.212
H -1.855 1.454 0.950 0.140
H -0.429 1.722 1.945 0.179
H 0.108 2.647 -0.298 0.173
H 2.181 1.314 0.495 0.116
H 3.649 0.068 -1.762 0.191
H 0.836 0.005 -3.968 0.154
H -0.716 -0.573 -3.248 0.127
H -1.498 1.230 -1.756 0.168
```

Model 2:
A gas-phase ion, C6H12N4O2 (charge +2), computed with ωB97M-V with the def2-TZVPD basis set.

Summary:
LUMO level (alpha / beta) ... -9.04 / -9.04 eV
Highest occupied orbital energy (alpha / beta) ... -16.777 / -16.779 eV
Charge ... +2
Spin multiplicity ... 1

The geometry in XYZ format:
```
24
Properties=species:S:1:pos:R:3:lowdin_charge:R:1
C 1.073 -0.730 1.470 -0.307
C -0.167 0.332 -1.916 -0.197
C 1.633 0.657 1.102 -0.013
C 1.146 0.785 -1.340 -0.001
C 0.777 1.361 0.027 -0.191
C -0.672 0.958 0.167 0.100
N -0.145 -0.938 1.118 -0.004
N -1.148 0.486 -1.017 -0.055
N -0.919 -1.826 1.661 0.092
N -2.442 0.146 -1.417 0.180
O 1.649 -1.460 2.368 0.213
O -0.156 -0.040 -3.155 0.275
H 1.610 1.084 2.078 0.130
H 2.810 0.660 0.992 0.200
H 1.813 -0.108 -1.379 0.181
H 1.562 1.286 -2.173 0.147
H 1.037 2.418 -0.106 0.184
H -1.308 1.372 1.057 0.218
H -1.346 -1.919 2.550 0.131
H 1.279 -2.212 2.836 0.160
H -1.145 -2.557 0.996 0.136
H -3.054 0.784 -1.861 0.126
H -2.868 -0.192 -0.579 0.114
H -1.020 -0.349 -3.478 0.177
```

Most stable structure, least stable structure: model 1, model 2.

Model 1:
2 unconnected molecules or ions with the total composition C9H18IN, computed with ωB97M-V with the def2-TZVPD basis set.

Summary:
LUMO level ... 0.66 eV
Highest occupied orbital energy ... -8.209 eV
Spin multiplicity ... 1

The geometry in XYZ format:
```
29
Properties=species:S:1:pos:R:3:lowdin_charge:R:1
C -0.464 1.825 1.805 -0.328
C 0.936 1.898 2.230 -0.070
C 0.175 -3.690 -0.557 -0.115
C 0.648 2.162 -0.936 -0.195
C 1.107 -2.487 -0.654 -0.267
C 0.405 -1.225 -1.159 -0.225
C -0.635 -0.688 -0.177 -0.199
C -1.366 0.574 -0.662 -0.302
C -0.686 1.875 -0.313 -0.752
N -1.474 1.772 2.496 0.134
I -2.055 3.538 -0.589 0.794
H 1.507 1.072 1.811 0.076
H 1.374 2.829 1.873 0.085
H 0.991 1.865 3.318 0.085
H -0.543 -3.569 0.253 0.065
H 0.746 -4.599 -0.369 0.069
H -0.375 -3.818 -1.488 0.074
H 0.594 2.072 -2.023 0.085
H 1.398 1.461 -0.576 0.063
H 0.986 3.169 -0.698 0.061
H 1.553 -2.289 0.325 0.106
H 1.919 -2.727 -1.346 0.103
H 1.164 -0.467 -1.352 0.091
H -0.085 -1.448 -2.109 0.116
H -0.169 -0.489 0.791 0.102
H -1.387 -1.463 -0.021 0.108
H -2.361 0.579 -0.210 0.082
H -1.508 0.506 -1.746 0.114
H -2.397 1.759 2.081 0.042
```

Model 2:
A molecular structure, C9H18IN, computed with ωB97M-V with the def2-TZVPD basis set.

Summary:
LUMO level ... 0.43 eV
Highest occupied orbital energy ... -8.911 eV
Spin multiplicity ... 1

The geometry in XYZ format:
```
29
Properties=species:S:1:pos:R:3:lowdin_charge:R:1
C 1.874 2.512 -0.452 -0.296
C 1.052 3.210 0.279 -0.035
C -0.823 -3.498 1.875 -0.067
C -0.404 0.368 -2.457 -0.176
C -0.191 -2.328 0.968 -0.260
C 0.396 -1.075 1.600 -0.182
C 0.377 -0.085 0.352 -0.189
C -1.113 0.323 0.008 -0.344
C -0.994 1.106 -1.258 -0.826
N 2.478 2.310 -1.499 0.174
I -3.013 1.709 -1.614 0.825
H -0.281 2.093 -1.115 0.095
H 0.778 4.217 0.056 0.066
H 0.716 2.840 1.296 0.092
H -1.715 -3.215 2.355 0.041
H -0.013 -3.649 2.576 0.062
H -0.996 -4.233 1.090 0.065
H 0.341 1.020 -2.909 0.063
H -1.008 -0.094 -3.279 0.078
H 0.013 -0.580 -2.109 0.064
H 0.603 -2.766 0.394 0.100
H -0.981 -1.938 0.328 0.072
H -0.298 -0.628 2.385 0.129
H 1.397 -1.065 2.014 0.095
H 0.941 -0.284 -0.510 0.070
H 0.895 0.876 0.637 0.066
H -1.566 0.909 0.731 0.056
H -1.952 -0.388 -0.204 0.082
H 3.488 2.332 -1.536 0.078
```

Most stable structure, least stable structure: model 1, model 2.

Model 1:
A molecular structure, C4H5ClS, computed with ωB97M-V with the def2-TZVPD basis set.

Summary:
LUMO level (alpha / beta) ... -0.12 / -2.62 eV
Highest occupied orbital energy (alpha / beta) ... -9.397 / -7.838 eV
Spin multiplicity ... 1

The geometry in XYZ format:
```
11
Properties=species:S:1:pos:R:3:lowdin_charge:R:1
C 1.366 -0.393 0.098 -0.170
C 1.480 -1.274 1.369 -0.062
C -0.079 -0.878 0.100 -0.091
C 0.189 -1.695 1.160 -0.925
S -2.093 2.087 -1.160 0.373
Cl -0.817 -2.473 2.107 0.806
H 1.460 0.773 0.333 0.129
H 2.051 -0.643 -0.823 0.126
H 2.255 -1.560 2.112 0.110
H -0.835 2.380 -1.327 -0.335
H -0.984 -0.625 -0.331 0.039
```

Model 2:
A single C4H5ClS molecule, computed with ωB97M-V with the def2-TZVPD basis set.

Summary:
LUMO level ... -0.62 eV
Highest occupied orbital energy ... -8.813 eV
Spin multiplicity ... 1
SMILES string ... CC(=S)/C=C/Cl

The geometry in XYZ format:
```
11
Properties=species:S:1:pos:R:3:lowdin_charge:R:1
C -0.625 -2.410 -0.378 -0.149
C -0.191 -1.041 -0.731 -0.827
S 0.611 -0.699 -2.090 0.739
C -0.491 -0.118 0.430 -0.225
C 0.259 0.920 0.701 -0.626
Cl -0.080 2.043 1.919 0.658
H -1.636 -2.475 0.074 0.098
H -0.590 -3.085 -1.201 0.060
H 0.039 -2.776 0.335 0.068
H -1.229 -0.406 1.207 0.118
H 1.273 1.083 0.259 0.085
```

Most stable structure, least stable structure: model 2, model 1.